{
  "formula": "C23H41Br6NO3",
  "method": "wB97M-V/def2-TZVPD",
  "e_above_lowest_kj_mol": 52.0,
  "multiplicity": 1,
  "e_homo_ev": -9.46,
  "e_lumo_ev": 0.2,
  "gap_ev": 9.702,
  "max_force_ha_per_bohr": 0.028,
  "elements": ["C", "C", "C", "N", "C", "C", "H", "H", "H", "H", "H", "C", "C", "C", "O", "C", "H", "H", "H", "H", "H", "H", "H", "H", "C", "C", "C", "O", "C", "H", "H", "H", "H", "H", "H", "H", "H", "C", "C", "C", "O", "C", "H", "H", "H", "H", "H", "H", "H", "H", "Br", "C", "C", "Br", "H", "H", "H", "H", "Br", "C", "C", "Br", "H", "H", "H", "H", "Br", "C", "C", "Br", "H", "H", "H", "H"],
  "xyz": [[-0.1446, -0.3986, -0.1254], [-0.6233, 0.2651, 0.9909], [0.0887, 1.2967, 1.5658], [1.2717, 1.6888, 1.0802], [1.7384, 1.0752, 0.0037], [1.1063, -0.0201, -0.6032], [-0.7051, -1.1107, -0.7172], [-1.5915, 0.0695, 1.4343], [-0.2305, 1.6683, 2.5318], [2.6883, 1.4630, -0.3474], [1.5421, -0.4442, -1.4960], [-1.0741, 2.9092, -2.3977], [-0.0470, 2.3384, -3.3957], [-0.9646, 1.4241, -4.2351], [-2.3003, 1.9073, -4.0574], [-2.2535, 3.1091, -3.3060], [-0.7245, 3.8555, -1.9821], [-1.2969, 2.1840, -1.6143], [0.7403, 1.8065, -2.8615], [0.4551, 3.1627, -3.9037], [-0.9193, 0.4220, -3.8054], [-0.7163, 1.4905, -5.2952], [-3.2031, 3.2564, -2.7813], [-2.1715, 4.0158, -3.9261], [-2.1930, -2.6505, 2.0058], [-0.8554, -3.2542, 2.4702], [-1.2938, -4.5789, 3.0913], [-2.4080, -5.0078, 2.3315], [-3.1648, -3.8197, 2.0956], [-2.1234, -2.3066, 0.9738], [-2.4409, -1.7921, 2.6261], [-0.3223, -2.6419, 3.2011], [-0.1363, -3.3960, 1.6624], [-1.5894, -4.4518, 4.1395], [-0.5009, -5.3255, 3.0571], [-3.8867, -3.6703, 2.9122], [-3.8544, -3.9795, 1.2664], [1.6683, -3.7146, -1.3859], [2.4165, -3.3994, -2.6772], [1.8690, -4.4709, -3.6643], [0.8660, -5.2145, -2.9609], [0.4181, -4.4064, -1.8990], [1.4679, -2.8601, -0.7401], [2.1659, -4.4889, -0.7961], [3.5008, -3.4505, -2.5941], [2.1510, -2.4065, -3.0424], [2.6947, -5.1274, -3.9285], [1.3878, -4.0121, -4.5274], [-0.0345, -4.9475, -1.0637], [-0.3586, -3.7240, -2.2853], [-1.7950, 5.8619, -0.3208], [-1.2953, 4.7523, 1.2205], [-2.5295, 4.2076, 1.8924], [-3.2864, 2.6810, 0.9165], [-0.7929, 5.4213, 1.9156], [-0.6302, 3.9559, 0.9006], [-3.3226, 4.9400, 2.0111], [-2.2818, 3.8671, 2.8991], [2.9673, 0.1738, -3.8921], [4.9249, 0.2995, -3.7825], [5.3388, 1.5228, -3.0131], [7.3027, 1.7138, -3.0258], [5.2258, 0.3282, -4.8254], [5.2736, -0.6392, -3.3641], [5.0174, 1.4627, -1.9762], [4.8873, 2.4180, -3.4320], [-1.8874, 1.1886, 4.8762], [-1.2545, 1.6222, 6.6818], [-1.5898, 3.0400, 7.0286], [-0.6766, 3.5261, 8.6811], [-0.1807, 1.4495, 6.7133], [-1.6672, 0.9024, 7.3854], [-2.6479, 3.2201, 7.1875], [-1.2087, 3.7473, 6.2984]],
  "forces_ev_per_a": [[0.657, 0.438, -0.504], [-0.968, 0.000, 0.169], [1.077, -0.920, -0.117], [-0.338, 0.544, 0.418], [-0.032, -0.586, 0.070], [-0.103, 0.936, 0.084], [-0.193, -0.252, 0.426], [-0.010, -0.312, -0.212], [-0.041, 0.512, -0.185], [0.009, -0.155, -0.236], [-0.005, -0.176, 0.047], [0.785, 0.655, -0.292], [-0.305, -0.054, 0.910], [0.423, 0.840, 0.240], [-0.165, 0.088, -0.293], [-0.748, 0.216, 0.416], [-0.052, -0.211, 0.237], [-0.054, 0.081, 0.085], [-0.062, -0.215, -0.139], [-0.273, -0.120, -0.463], [0.014, -0.214, -0.483], [0.043, -0.509, -0.004], [0.049, -0.407, 0.046], [0.404, -0.253, -0.219], [0.582, 0.073, -0.622], [0.225, 0.051, 0.406], [0.394, -0.066, -0.009], [0.031, 0.372, -0.281], [-1.218, -0.298, 0.741], [0.039, 0.103, 0.034], [-0.364, -0.108, 0.049], [-0.214, 0.112, 0.025], [-0.239, -0.199, -0.193], [-0.016, 0.121, 0.044], [-0.180, -0.183, -0.084], [0.347, 0.017, 0.380], [0.588, -0.023, -0.497], [-0.059, -0.255, 0.018], [-0.394, 0.022, -0.306], [0.085, 0.302, 0.773], [0.304, -0.490, 0.143], [-0.525, 0.698, 0.313], [0.039, 0.042, -0.068], [0.329, 0.244, 0.008], [0.000, 0.016, 0.081], [0.077, -0.021, 0.113], [-0.320, -0.290, -0.384], [0.283, -0.013, -0.253], [-0.066, -0.561, -0.494], [0.207, 0.209, 0.140], [0.194, -0.190, 0.270], [-0.498, 0.289, -0.015], [-0.101, -0.273, 0.233], [0.038, 0.407, 0.265], [0.123, 0.012, -0.106], [0.073, 0.118, -0.163], [0.008, 0.042, -0.275], [0.073, -0.306, -0.149], [0.288, 0.217, 0.092], [-0.044, -0.331, -0.563], [-0.141, 0.049, 0.222], [-0.684, -0.077, -0.034], [0.155, 0.165, 0.050], [-0.008, 0.092, 0.223], [0.225, -0.077, 0.050], [0.296, 0.060, -0.152], [0.006, 0.066, 0.366], [0.383, -0.459, 0.188], [0.082, 0.461, 0.016], [-0.082, -0.086, 0.077], [0.002, 0.166, -0.360], [-0.368, 0.080, -0.185], [-0.020, -0.117, -0.016], [-0.048, -0.108, -0.113]]
}